(1)
Here is a 2-piece molecular cluster, H7N4P overall at a distorted geometry from the OMol25 dataset. Energies are from wB97M-V/def2-TZVPD.

Properties
molar mass	94.06	g/mol
LUMO	0.5	eV
SMILES string	[H]/N=P(/N)=N\[H].N
net charge	0
energy above the lowest of the compared OMol25 structures with the same formula, charge and spin	1.247	eV
orbital gap	0.3720	hartree
largest force on an atom	3.49	eV/A
HOMO	-9.62	eV
DFT total energy	-564.5344	hartree

Positions of all 12 atoms, in Å:
P (1.09, 0.23, 0.49)
N (-2.13, 0.24, -0.69)
N (0.76, -0.95, 1.45)
N (1.66, 1.72, 0.61)
N (0.89, -0.63, -0.94)
H (0.58, -1.50, -0.47)
H (0.86, -0.89, 2.43)
H (1.82, -0.72, -1.31)
H (-2.36, 1.15, -1.28)
H (1.47, 1.78, 1.60)
H (-1.57, -0.30, -1.36)
H (-3.08, -0.14, -0.54)

***

(2)
Here is H7Na6O6 as an isolated structure at a distorted geometry from the OMol25 dataset. Energies are from wB97M-V/def2-TZVPD.

Properties
molar mass	240.99	g/mol
LUMO	-6.7	eV
net charge	+1
orbital gap	0.1217	hartree
largest force on an atom	2.85	eV/A
HOMO	-9.96	eV
DFT total energy	-1429.2301	hartree

Positions of all 19 atoms, in Å:
Na (-5.70, -10.58, 1.54)
Na (-5.31, -12.68, -0.88)
Na (-7.44, -10.04, -1.26)
Na (-9.37, -11.33, 1.26)
Na (-6.91, -14.14, 2.33)
Na (-8.65, -13.64, -0.94)
O (-6.65, -14.25, -2.16)
O (-9.01, -13.02, 3.02)
O (-7.15, -12.09, 0.53)
O (-5.06, -14.53, 0.83)
O (-7.29, -10.94, 3.34)
O (-8.54, -15.42, 0.81)
H (-8.60, -15.53, 1.78)
H (-5.80, -14.66, -1.90)
H (-8.94, -13.29, 2.09)
H (-7.05, -10.90, 4.27)
H (-7.13, -13.07, 0.50)
H (-7.84, -11.72, 3.27)
H (-4.37, -15.17, 1.11)

***

(3)
Here is a 3-piece molecular cluster, H7O3 overall at a distorted geometry from the OMol25 dataset. Energies are from wB97M-V/def2-TZVPD.

Properties
molar mass	55.05	g/mol
LUMO	-3.6	eV
net charge	+1
energy above the lowest of the compared OMol25 structures with the same formula, charge and spin	0.427	eV
orbital gap	0.5040	hartree
largest force on an atom	1.80	eV/A
HOMO	-17.32	eV
DFT total energy	-229.6463	hartree

Positions of all 10 atoms, in Å:
O (-1.58, 0.45, 1.56)
O (2.00, -0.46, -0.90)
O (-0.42, 0.00, -0.68)
H (-2.38, -0.09, 1.54)
H (2.34, -0.87, -0.07)
H (0.59, -0.20, -0.64)
H (-0.73, -0.09, -1.58)
H (-1.78, 1.18, 2.19)
H (2.80, -0.11, -1.33)
H (-0.80, 0.31, 0.22)

***

(4)
Here is a 4-piece molecular cluster, H7O3S overall at a distorted geometry from the OMol25 dataset. Energies are from wB97M-V/def2-TZVPD.

Properties
molar mass	87.12	g/mol
LUMO	3.6	eV
net charge	-1
energy above the lowest of the compared OMol25 structures with the same formula, charge and spin	1.313	eV
orbital gap	0.2446	hartree
largest force on an atom	4.77	eV/A
HOMO	-3.09	eV
DFT total energy	-628.1310	hartree

Positions of all 11 atoms, in Å:
S (1.66, 0.44, -2.04)
O (0.13, 0.66, 2.52)
O (-1.56, 1.04, 0.31)
O (0.67, -2.52, -0.77)
H (0.08, -1.83, -0.95)
H (-1.47, 1.01, -0.58)
H (-1.43, 1.95, 0.42)
H (0.34, 0.58, -2.08)
H (0.83, 0.27, 2.01)
H (1.52, -2.12, -0.88)
H (-0.77, 0.50, 2.04)

***

(5)
Here is a 4-piece molecular cluster, H7O3S overall at a distorted geometry from the OMol25 dataset. Energies are from wB97M-V/def2-TZVPD.

Properties
molar mass	87.12	g/mol
LUMO	3.9	eV
net charge	-1
energy above the lowest of the compared OMol25 structures with the same formula, charge and spin	0.773	eV
orbital gap	0.2675	hartree
largest force on an atom	1.17	eV/A
HOMO	-3.36	eV
DFT total energy	-628.1508	hartree

Positions of all 11 atoms, in Å:
S (0.27, 0.40, -1.11)
O (1.33, -2.72, -2.12)
O (1.25, 0.92, 2.68)
O (-2.93, 1.02, 1.68)
H (0.35, 1.00, -2.33)
H (1.01, -2.04, -2.75)
H (1.03, -2.28, -1.32)
H (-3.55, 1.09, 0.94)
H (0.78, 1.16, 1.84)
H (1.20, -0.04, 2.82)
H (-2.10, 1.24, 1.28)

***

(6)
Here is a 4-piece molecular cluster, H7O4 overall at a distorted geometry from the OMol25 dataset. Energies are from wB97M-V/def2-TZVPD.

Properties
molar mass	71.05	g/mol
LUMO	4.1	eV
net charge	-1
energy above the lowest of the compared OMol25 structures with the same formula, charge and spin	0.703	eV
orbital gap	0.3160	hartree
largest force on an atom	1.33	eV/A
HOMO	-4.53	eV
DFT total energy	-305.1846	hartree

Positions of all 11 atoms, in Å:
O (0.93, -1.49, -0.55)
O (-1.45, -0.12, -1.44)
O (2.18, 2.74, 1.00)
O (-1.47, -1.15, 0.85)
H (-1.72, -0.48, 1.49)
H (0.46, -0.87, -1.16)
H (1.42, 2.38, 1.48)
H (0.21, -1.48, 0.12)
H (-1.40, -0.50, -0.33)
H (2.30, 1.92, 0.49)
H (-1.46, -0.94, -1.95)